No. 1
Here is 10 unconnected molecules or ions with the total composition C5H29NO10 in a non-equilibrium geometry from the OMol25 dataset. Energies are from ωB97M-V/def2-TZVPD.

Summary:
highest occupied orbital energy (spin up / spin down)	-13.97 / -13.96	eV
HOMO-LUMO gap (spin up / spin down)	9.668 / 4.085	eV
net charge	+1
⟨S²⟩	0.7650
multiplicity	2

XYZ file:
```
45
Properties=species:S:1:pos:R:3:forces:R:3
O 1.164 1.168 2.634 1.466 -0.653 -0.389
C 2.214 0.725 2.182 0.116 1.036 1.842
N 2.319 0.292 0.892 -3.835 0.241 -1.376
C 1.159 0.178 -0.002 -0.380 2.393 0.256
C 0.913 -1.276 -0.420 -0.039 -1.049 -1.498
C 1.938 -1.824 -1.383 -0.427 -0.614 -1.165
C 1.935 -1.061 -2.712 1.486 0.233 -0.951
H 3.151 0.710 2.785 -0.514 -0.168 -0.422
H 3.168 -0.075 0.579 1.826 -0.754 -0.620
H 1.359 0.829 -0.973 -0.086 -1.282 1.376
H 0.211 0.604 0.454 1.461 -0.392 -0.293
H -0.107 -1.364 -0.871 0.745 0.693 0.270
H 0.890 -1.885 0.444 -0.001 -0.423 1.258
H 2.954 -1.848 -0.979 -0.015 -0.038 0.151
H 1.688 -2.900 -1.588 0.115 0.808 0.299
H 2.496 -1.606 -3.536 -0.704 0.539 1.090
H 0.952 -0.790 -3.103 -0.060 -0.240 0.251
H 2.506 -0.103 -2.591 -0.404 -0.531 -0.122
H -1.646 -0.028 1.976 -0.841 0.811 -0.564
H -0.234 0.103 2.563 0.858 1.172 0.253
O -0.972 -0.466 2.517 -0.688 -1.319 0.547
H -2.890 -0.025 0.139 -0.102 0.094 -0.383
H -2.433 1.458 0.380 -0.005 0.966 -0.807
O -2.697 0.651 0.801 -0.042 -1.081 1.571
H -0.875 -3.251 1.286 -0.340 0.209 0.124
H -1.461 -1.857 1.658 -0.147 -1.232 -0.567
O -1.618 -2.658 1.088 0.040 0.553 0.053
H 0.071 -1.883 2.682 -0.840 0.918 0.438
H 0.268 -3.108 3.630 0.244 0.607 -1.091
O 0.495 -2.724 2.748 1.100 -1.819 1.004
H 0.443 2.480 1.723 0.018 -0.611 0.745
H -0.066 3.886 1.955 -0.718 1.795 2.050
O 0.190 3.288 1.308 0.628 -0.680 -2.652
H -3.378 -1.767 -1.348 -0.655 -0.404 -0.331
H -2.232 -1.914 -0.336 0.456 -1.185 1.018
O -2.608 -1.340 -0.998 -0.013 0.942 -0.823
H -1.367 3.162 -1.330 -0.127 0.095 0.058
H -1.048 3.041 0.187 -0.853 -0.261 -0.815
O -1.728 2.775 -0.502 0.874 0.717 0.775
H -0.549 2.185 -3.012 0.146 1.714 0.295
H 0.608 3.053 -2.442 -1.283 0.463 -0.560
O -0.328 3.148 -2.767 1.296 -1.960 -0.085
H -1.642 1.374 -1.526 -0.054 -0.195 -0.081
H -1.762 -0.105 -1.940 -0.344 -0.385 -0.055
O -1.449 0.749 -2.251 0.642 0.276 -0.076
```
Forces are in eV/Å.

Löwdin analysis output, partial charges in e: 0.08, -0.15, 0.24, -0.08, -0.16, -0.24, -0.09, 0.18, 0.15, 0.20, 0.13, 0.13, 0.08, 0.11, 0.15, 0.11, 0.08, 0.08, 0.03, -0.02, -0.04, 0.02, -0.01, -0.03, 0.05, 0.02, -0.06, -0.04, 0.10, -0.06, -0.01, 0.05, 0.03, 0.09, 0.00, -0.04, 0.03, 0.03, -0.11, 0.06, 0.07, -0.09, -0.01, -0.01, -0.07

No. 2
Here is a molecular structure, C10H30BBeF4O5S5 in a non-equilibrium geometry from the OMol25 dataset. Energies are from ωB97M-V/def2-TZVPD.

Summary:
highest occupied orbital energy	-10.47	eV
HOMO-LUMO gap	4.552	eV
net charge	+1

XYZ file:
```
56
Properties=species:S:1:pos:R:3:forces:R:3
Be -32.614 -25.412 -22.171 -0.700 -3.896 1.118
B -34.174 -26.812 -23.683 -1.518 -1.600 -0.454
F -32.915 -27.345 -23.916 0.215 0.492 0.190
F -34.546 -26.990 -22.353 0.111 0.437 -0.101
F -34.064 -25.374 -23.848 1.486 0.776 1.157
F -35.115 -27.381 -24.526 0.369 0.701 0.107
C -35.705 -25.634 -27.258 -0.438 -0.410 0.676
S -34.861 -24.541 -28.403 0.712 -0.054 -1.040
O -34.920 -25.103 -29.797 -0.286 0.291 1.051
C -33.163 -24.941 -27.857 -0.775 -0.673 1.107
H -36.773 -25.419 -27.238 0.008 0.107 -0.442
H -35.379 -25.453 -26.232 0.257 0.188 -0.118
H -35.580 -26.700 -27.454 0.230 0.079 -0.335
H -33.174 -25.042 -26.768 0.015 0.324 0.031
H -32.416 -24.206 -28.131 -0.118 -0.069 -0.471
H -33.009 -25.961 -28.211 0.376 0.208 -0.464
C -31.716 -29.457 -19.727 0.484 -0.867 -0.256
S -32.693 -27.968 -19.468 -0.753 -0.670 -0.572
O -32.611 -27.343 -20.847 0.470 0.374 0.251
C -34.343 -28.760 -19.434 -0.643 0.007 -0.014
H -30.649 -29.236 -19.748 -0.126 0.506 -0.200
H -32.042 -29.842 -20.695 0.096 0.194 -0.116
H -31.766 -30.311 -19.049 -0.694 0.474 0.523
H -34.627 -29.229 -18.490 0.525 0.275 0.290
H -34.569 -29.516 -20.189 0.789 0.107 -0.333
H -35.058 -27.963 -19.632 0.174 0.186 0.040
C -28.331 -27.336 -23.218 -1.244 0.340 0.334
S -29.910 -27.761 -22.344 0.148 0.537 -1.614
O -30.688 -26.454 -22.316 -0.956 2.163 -0.078
C -30.561 -28.649 -23.783 0.120 -1.558 1.258
H -28.722 -27.029 -24.186 0.440 0.134 -0.156
H -27.718 -28.229 -23.298 0.032 0.011 0.124
H -27.846 -26.506 -22.714 0.097 -0.139 0.110
H -31.280 -29.321 -23.311 -0.379 0.107 -0.483
H -29.761 -29.303 -24.134 0.086 0.152 -0.132
H -31.017 -28.070 -24.576 0.257 0.394 0.228
C -34.590 -29.954 -26.557 -1.024 0.041 1.196
S -34.598 -31.409 -25.409 -1.568 0.124 -0.203
O -35.762 -32.265 -25.833 1.049 0.223 -0.262
C -35.267 -30.671 -23.859 -0.280 -0.208 -0.483
H -34.220 -29.034 -26.103 0.592 -0.285 0.089
H -35.661 -29.753 -26.640 -0.014 -0.195 -0.601
H -34.108 -30.212 -27.492 -0.066 -0.092 0.006
H -35.193 -29.587 -23.823 0.994 -0.064 0.551
H -34.828 -31.364 -23.143 0.391 0.886 0.614
H -36.341 -30.822 -23.727 -0.053 -0.445 -0.887
C -35.889 -25.648 -18.365 0.519 0.051 -0.150
S -35.180 -24.422 -19.500 -0.591 0.494 -0.527
O -34.077 -25.075 -20.320 0.783 -0.254 -0.805
C -36.570 -24.229 -20.670 0.361 -0.846 0.065
H -36.209 -25.042 -17.519 -0.180 -0.177 0.058
H -35.067 -26.292 -18.056 0.076 0.155 0.145
H -36.685 -26.271 -18.765 -0.061 0.223 -0.204
H -37.011 -25.195 -20.922 0.211 -0.141 0.174
H -36.068 -23.885 -21.572 -0.294 0.517 0.035
H -37.364 -23.600 -20.278 0.287 0.370 -0.028
```
Forces are in eV/Å.

Löwdin analysis output, partial charges in e: 1.05, -1.30, 0.13, 0.13, 0.11, 0.15, -0.28, 0.83, -0.55, -0.25, 0.05, 0.02, 0.06, 0.03, 0.05, 0.06, -0.25, 0.92, -0.60, -0.23, 0.04, 0.06, 0.07, 0.07, 0.07, 0.02, -0.20, 0.94, -0.58, -0.23, 0.06, 0.07, 0.06, 0.05, 0.07, 0.07, -0.24, 0.83, -0.57, -0.24, 0.02, 0.06, 0.05, 0.02, 0.03, 0.06, -0.23, 0.93, -0.60, -0.21, 0.06, 0.04, 0.06, 0.06, 0.05, 0.07

No. 3
Here is a molecular structure, C39H47AuCl2FN5O in a non-equilibrium geometry from the OMol25 dataset. Energies are from ωB97M-V/def2-TZVPD.

Summary:
highest occupied orbital energy (spin up / spin down)	-12.79 / -12.91	eV
HOMO-LUMO gap (spin up / spin down)	6.868 / 3.104	eV
net charge	+2
⟨S²⟩	2.0548
multiplicity	3

XYZ file:
```
96
Properties=species:S:1:pos:R:3:forces:R:3
Au 1.029 -0.647 -0.924 -0.042 -0.627 0.259
C 0.201 -2.738 -5.568 -0.014 0.208 0.109
C -0.486 -1.990 -4.415 -0.083 -0.220 -0.177
C -1.658 -1.176 -4.972 0.124 -0.026 0.054
C -0.931 -2.956 -3.328 0.462 0.194 0.393
C -2.095 -3.688 -3.491 -0.143 0.000 -0.041
C -2.527 -4.565 -2.516 -0.094 -0.011 0.010
C -1.802 -4.699 -1.348 -0.062 -0.020 -0.069
C -0.632 -3.984 -1.109 0.426 0.130 -0.350
C -0.022 -4.220 0.272 0.080 0.235 0.014
C -0.671 -3.228 1.249 0.096 -0.139 0.037
C 1.503 -4.216 0.413 -0.150 -0.017 -0.099
C -0.177 -3.118 -2.140 -0.975 -0.646 -0.079
N 1.045 -2.388 -2.066 0.643 0.349 0.493
C 2.139 -2.917 -2.648 -0.159 -0.235 0.091
C 2.167 -4.273 -3.083 0.081 -0.039 -0.049
C 3.304 -4.825 -3.615 -0.089 -0.105 -0.033
C 4.460 -4.059 -3.773 -0.044 0.058 0.012
C 4.474 -2.725 -3.374 0.090 -0.022 -0.041
C 3.349 -2.183 -2.816 -0.145 -0.013 0.090
F 3.382 -0.903 -2.421 0.013 0.086 -0.040
H 0.421 -2.049 -6.385 0.016 -0.027 -0.023
H -0.448 -3.528 -5.950 -0.014 0.006 -0.012
H 1.135 -3.193 -5.246 0.071 -0.082 -0.027
H 0.236 -1.292 -3.980 -0.011 -0.015 -0.031
H -2.304 -1.790 -5.599 -0.037 0.019 0.009
H -1.280 -0.362 -5.592 -0.033 -0.007 -0.035
H -2.267 -0.748 -4.172 -0.107 -0.051 -0.063
H -2.677 -3.574 -4.396 0.026 0.003 -0.015
H -3.436 -5.134 -2.659 0.020 -0.040 -0.018
H -2.142 -5.398 -0.593 -0.005 0.041 0.024
H -0.349 -5.219 0.567 -0.021 0.019 -0.066
H -0.531 -2.213 0.872 0.050 0.151 0.043
H -0.214 -3.309 2.238 -0.046 0.029 -0.013
H -1.743 -3.409 1.340 0.015 0.007 -0.001
H 1.913 -3.209 0.400 0.056 0.161 -0.084
H 1.980 -4.798 -0.375 0.044 -0.026 0.029
H 1.773 -4.662 1.370 -0.010 -0.012 -0.027
H 1.277 -4.872 -2.948 0.009 0.014 -0.042
H 3.304 -5.865 -3.912 -0.005 0.004 -0.007
H 5.348 -4.499 -4.203 0.019 0.010 -0.002
H 5.358 -2.114 -3.495 -0.024 0.038 0.037
Cl -1.983 2.530 -4.981 -0.097 0.057 -0.039
C -0.636 2.499 -3.912 0.281 -0.019 0.116
C 0.237 3.575 -3.817 -0.083 -0.041 -0.091
C 1.285 3.495 -2.915 0.082 0.055 0.069
C 1.423 2.355 -2.139 -0.139 0.020 -0.228
N 0.587 1.322 -2.246 -0.049 0.395 -0.052
C -0.420 1.385 -3.110 -0.027 0.077 -0.145
H 0.102 4.449 -4.440 -0.024 -0.003 -0.017
H 1.990 4.310 -2.825 0.008 -0.004 0.024
H 2.223 2.251 -1.417 0.044 0.040 -0.020
H -1.079 0.527 -3.171 0.053 0.078 0.032
C 1.421 3.771 4.470 -0.157 0.042 0.055
C 0.396 3.193 5.453 -0.004 -0.175 0.115
C -0.578 4.306 5.867 0.083 -0.132 -0.062
C 1.172 2.741 6.704 -0.060 -0.003 -0.096
C -0.408 1.975 4.877 0.179 0.235 -0.292
O -1.108 1.309 5.919 -0.133 -0.089 -0.080
C -1.500 2.346 3.836 0.087 -0.006 0.015
C -1.122 3.193 2.604 -0.206 -0.372 -0.066
C -2.079 3.027 1.468 0.252 0.174 0.277
C -3.471 2.874 1.685 -0.452 -0.026 -0.163
C -4.337 2.769 0.634 -0.079 -0.021 0.533
C -3.831 2.823 -0.685 -0.431 -0.014 -0.585
Cl -4.894 2.736 -1.994 0.356 0.010 0.450
C -2.445 2.966 -0.926 0.432 0.114 0.033
C -1.593 3.055 0.136 -0.028 0.021 -0.398
C 0.471 0.793 4.373 -0.270 0.228 0.541
N 0.983 0.820 3.015 -0.185 -0.154 -0.298
C 0.351 0.464 1.898 -0.009 0.054 -0.048
N 1.197 0.496 0.881 0.095 -0.081 -0.088
C 2.379 0.868 1.457 -0.148 -0.011 0.046
N 2.277 1.064 2.744 0.273 0.165 0.047
H 2.021 4.513 4.999 -0.003 0.028 -0.026
H 0.956 4.281 3.626 0.088 0.015 0.002
H 2.104 3.012 4.100 0.066 -0.013 -0.032
H -0.019 5.104 6.354 -0.035 0.028 0.014
H -1.329 3.960 6.581 -0.021 0.067 0.025
H -1.091 4.746 5.009 -0.039 0.030 0.041
H 1.550 3.620 7.225 0.044 0.004 -0.015
H 2.034 2.126 6.444 0.014 -0.017 0.012
H 0.547 2.180 7.394 0.020 0.015 0.049
H -1.612 1.947 6.435 0.041 0.032 0.060
H -2.287 2.863 4.388 -0.013 -0.043 -0.002
H -1.931 1.392 3.514 -0.049 0.031 0.001
H -0.123 2.965 2.238 0.047 0.150 0.001
H -1.121 4.256 2.878 0.021 0.035 -0.066
H -3.870 2.850 2.689 0.081 -0.010 0.041
H -5.399 2.654 0.801 -0.010 0.017 -0.075
H -2.079 3.022 -1.943 -0.101 -0.014 0.071
H -0.530 3.168 -0.040 -0.008 -0.020 0.034
H -0.163 -0.089 4.470 0.089 -0.033 -0.029
H 1.321 0.675 5.038 0.058 -0.079 -0.076
H -0.696 0.222 1.832 0.003 -0.189 0.094
H 3.301 0.979 0.911 0.032 -0.033 0.031
```
Forces are in eV/Å.

Löwdin analysis output, partial charges in e: 0.89, -0.03, -0.37, -0.09, -0.14, -0.03, -0.05, -0.03, -0.14, -0.36, -0.07, -0.06, -0.20, -0.01, -0.22, 0.00, -0.04, -0.02, 0.02, -0.20, 0.04, 0.09, 0.09, 0.06, 0.10, 0.08, 0.07, 0.07, 0.12, 0.12, 0.12, 0.13, 0.03, 0.08, 0.08, 0.05, 0.07, 0.09, 0.13, 0.12, 0.12, 0.13, 0.74, -0.67, -0.06, -0.03, -0.14, -0.02, -0.19, 0.12, 0.12, 0.10, 0.09, -0.03, -0.51, -0.03, -0.03, -0.43, 0.00, -0.10, -0.12, -0.11, 0.04, -0.02, -0.58, 0.91, -0.03, 0.03, -0.01, -0.09, -0.15, -0.06, -0.17, 0.14, 0.10, 0.07, 0.06, 0.10, 0.09, 0.08, 0.10, 0.09, 0.09, 0.10, 0.12, 0.12, 0.10, 0.14, 0.14, 0.13, 0.09, 0.12, 0.15, 0.14, 0.14, 0.12

No. 4
Here is a single CH3FP2 molecule in a non-equilibrium geometry from the OMol25 dataset. Energies are from ωB97M-V/def2-TZVPD.

Summary:
highest occupied orbital energy	-9.26	eV
structure (SMILES)	[H]/P=C(/F)P
HOMO-LUMO gap	9.223	eV

XYZ file:
```
7
Properties=species:S:1:pos:R:3:forces:R:3
H 0.283 -1.933 0.432 0.497 -0.396 0.168
P 1.563 -1.324 0.203 -0.845 -0.640 -0.233
C 0.696 0.070 -0.047 0.190 0.325 0.612
F 1.445 1.168 -0.317 -0.291 0.365 -0.216
P -1.003 0.548 0.544 -0.137 1.075 -1.512
H -1.086 1.589 -0.473 0.111 -0.085 0.941
H -1.898 -0.119 -0.343 0.475 -0.644 0.240
```
Forces are in eV/Å.

Löwdin analysis output, partial charges in e: -0.15, 0.80, -1.06, -0.14, 0.76, -0.09, -0.12